No. 1
One molecule with the formula O4S. Source: OMol25; level of theory: the ωB97M-V functional and the def2-TZVPD basis.

HOMO-LUMO gap in eV: 12.17
E_HOMO in eV: -12.43
LUMO level in eV: -0.26
Energy relative to the best compared isomer or geometry (same formula, charge and spin) in kcal/mol: 15.3
Structure (SMILES): O=S1(=O)OO1

Atoms and positions in Å:
O -0.202 -1.312 1.057
S -0.187 -0.084 0.113
O -1.393 0.657 0.126
O 0.644 -0.013 -1.217
O 1.137 0.752 -0.079

No. 2
C4H4KO2 as an isolated structure. Source: OMol25; level of theory: the ωB97M-V functional and the def2-TZVPD basis.

HOMO-LUMO gap in eV: 4.91
Charge: -1
E_HOMO in eV: -2.52
LUMO level in eV: 2.39
Energy relative to the best compared isomer or geometry (same formula, charge and spin) in kcal/mol: 7.4

Atoms and positions in Å:
O -2.810 0.956 -1.496
C -1.794 0.460 -1.071
C -0.668 0.179 -0.569
C 0.299 -0.877 -0.355
C 1.744 -0.622 -0.322
O 1.055 -0.766 0.919
H -0.007 -1.913 -0.537
H 2.099 0.390 -0.540
H 2.442 -1.432 -0.547
K -0.232 1.201 2.023
H -2.129 2.424 2.494

No. 3
A 2-piece molecular cluster, C2H2BrNO2 overall. Source: OMol25; level of theory: the ωB97M-V functional and the def2-TZVPD basis.

HOMO-LUMO gap in eV: 10.23
E_HOMO in eV: -9.86
LUMO level in eV: 0.37
Energy relative to the best compared isomer or geometry (same formula, charge and spin) in kcal/mol: 112.7
Structure (SMILES): C#CBr.O=NO

Atoms and positions in Å:
C -1.981 0.142 -0.174
C -1.141 0.905 0.263
Br -0.252 2.292 0.966
H -2.518 -0.704 -0.312
O 1.441 -1.973 -0.901
N 1.065 -0.942 -0.526
O 1.958 -0.243 0.177
H 1.428 0.523 0.508

No. 4
C45H31AsN7O2S5W as an isolated structure. Source: OMol25; level of theory: the ωB97M-V functional and the def2-TZVPD basis.

HOMO-LUMO gap in eV: 5.95
Charge: -1
E_HOMO in eV: -4.38
LUMO level in eV: 1.58
Energy relative to the best compared isomer or geometry (same formula, charge and spin) in kcal/mol: 13.3

Atoms and positions in Å:
W -0.664 -0.002 1.063
S -2.464 1.585 1.802
C -1.411 2.523 2.781
S 0.133 1.789 2.736
C -1.744 3.693 3.436
C -3.067 4.208 3.392
N -4.143 4.623 3.351
C -0.751 4.408 4.161
N 0.054 4.990 4.748
O -4.307 1.207 -1.366
C -4.357 0.153 -2.199
C -5.359 0.173 -3.174
C -5.482 -0.860 -4.078
C -4.608 -1.945 -4.035
C -3.614 -1.969 -3.079
C -3.467 -0.933 -2.152
C -2.357 -0.977 -1.177
O -2.365 -0.124 -0.207
N -1.428 -1.865 -1.325
N -0.564 -1.917 -0.209
C 0.103 -3.020 -0.283
S -0.010 -4.000 -1.754
C 1.541 -4.869 -1.420
C 1.703 -5.121 0.072
S 0.963 -3.763 1.031
H -3.643 1.025 -0.671
H -6.032 1.020 -3.184
H -6.270 -0.826 -4.820
H -4.709 -2.761 -4.739
H -2.922 -2.798 -3.021
H 2.372 -4.271 -1.794
H 1.514 -5.805 -1.977
H 2.761 -5.152 0.328
H 1.240 -6.057 0.383
S 0.877 -1.152 2.664
C 2.520 -1.409 2.094
C 3.376 -2.206 2.864
C 4.645 -2.516 2.410
C 5.102 -2.045 1.182
C 4.276 -1.228 0.427
C 3.003 -0.912 0.885
As 1.800 0.315 0.028
C 2.251 0.103 -1.859
C 3.351 0.743 -2.425
C 3.686 0.518 -3.754
C 2.935 -0.358 -4.525
C 1.845 -1.008 -3.962
C 1.505 -0.778 -2.636
C 2.627 2.020 0.442
C 2.421 3.131 -0.372
C 2.866 4.383 0.025
C 3.525 4.532 1.237
C 3.753 3.424 2.040
C 3.305 2.172 1.646
H 3.021 -2.595 3.811
H 5.288 -3.142 3.018
H 6.092 -2.303 0.827
H 4.617 -0.835 -0.525
H 3.949 1.422 -1.831
H 4.539 1.028 -4.184
H 3.198 -0.534 -5.560
H 1.252 -1.699 -4.549
H 0.646 -1.290 -2.220
H 1.911 3.023 -1.323
H 2.684 5.245 -0.606
H 3.849 5.513 1.561
H 4.255 3.537 2.992
H 3.460 1.318 2.295
N -0.632 6.676 -0.432
C -0.727 5.569 -0.724
C -0.804 4.200 -1.142
C -1.062 3.885 -2.473
C -1.058 2.556 -2.840
C -0.805 1.598 -1.873
N -0.577 1.891 -0.591
C -0.581 3.175 -0.231
H -1.252 4.672 -3.190
H -1.247 2.250 -3.859
H -0.773 0.550 -2.134
H -0.362 3.392 0.806
N -4.732 -4.397 5.794
C -4.128 -3.733 5.074
C -3.373 -2.906 4.179
C -3.284 -3.233 2.830
C -2.536 -2.437 1.975
C -1.853 -1.297 2.414
C -1.987 -0.986 3.776
C -2.719 -1.765 4.650
H -3.800 -4.108 2.455
H -2.503 -2.730 0.933
H -1.491 -0.104 4.165
H -2.795 -1.499 5.697